{
  "formula": "C31H36BF4HgN10O2P2S2Se",
  "method": "ωB97M-V/def2-TZVPD",
  "symbols": ["Hg", "Se", "N", "C", "C", "C", "C", "C", "N", "C", "C", "N", "C", "C", "C", "C", "C", "N", "H", "H", "H", "H", "H", "H", "N", "C", "N", "C", "C", "S", "C", "C", "S", "C", "N", "N", "H", "H", "H", "H", "H", "H", "C", "P", "C", "C", "C", "P", "C", "C", "H", "H", "H", "H", "H", "H", "H", "H", "H", "H", "H", "H", "H", "H", "H", "H", "O", "C", "N", "C", "O", "C", "C", "C", "C", "N", "C", "H", "H", "H", "H", "H", "H", "H", "H", "F", "B", "F", "F", "F"],
  "coordinates": [[-0.5292, -0.0496, -0.0665], [3.8284, 6.0231, 2.6758], [4.1862, 4.7576, 1.4708], [3.1495, 3.9651, 1.4378], [3.0451, 2.8046, 0.5698], [4.0896, 2.3936, -0.2312], [3.9371, 1.2764, -1.0525], [2.7086, 0.6311, -1.0443], [1.6818, 0.9919, -0.2953], [1.8172, 2.0611, 0.5572], [0.7623, 2.3718, 1.4488], [-0.3822, 1.5954, 1.4651], [-1.2959, 1.7838, 2.4142], [-1.2140, 2.7817, 3.3656], [-0.1118, 3.6404, 3.3265], [0.8743, 3.4545, 2.3830], [2.0565, 4.2998, 2.3317], [2.2180, 5.3645, 3.0679], [5.0196, 2.9476, -0.1988], [4.7422, 0.9183, -1.6795], [2.5482, -0.2213, -1.6998], [-2.1349, 1.0983, 2.4085], [-1.9840, 2.8743, 4.1184], [0.0040, 4.4460, 4.0411], [-2.9931, 2.9506, -0.1692], [-3.6789, 1.7768, -0.1620], [-3.1392, 0.5907, -0.1908], [-4.1138, -0.3964, -0.2454], [-5.3865, 0.0608, -0.3196], [-5.4180, 1.7784, -0.2516], [-3.7575, -1.8145, -0.1240], [-4.6546, -2.8306, -0.1456], [-3.8749, -4.3165, 0.2165], [-2.3698, -3.4475, 0.3960], [-2.4526, -2.1805, 0.1344], [-1.2325, -4.1025, 0.7886], [-2.0243, 2.8884, 0.1179], [-3.4874, 3.7680, 0.1445], [-6.3041, -0.5046, -0.3390], [-5.7170, -2.8045, -0.3256], [-1.3997, -5.0113, 1.1887], [-0.6673, -3.5319, 1.4104], [0.1893, -0.3663, -4.1533], [-1.0563, -0.2976, -2.8019], [-2.0905, -1.7399, -3.2528], [-2.1123, 1.0729, -3.4567], [-1.4417, 2.4430, -3.7186], [-0.3026, 3.1388, -2.4101], [-0.7196, 4.9307, -2.5995], [1.2945, 3.1994, -3.3308], [-0.3239, -0.3090, -5.1144], [0.7510, -1.2997, -4.1054], [0.8915, 0.4626, -4.0689], [-2.2752, -1.7462, -4.3285], [-3.0385, -1.7052, -2.7194], [-1.5777, -2.6605, -2.9690], [-2.9525, 1.1707, -2.7669], [-2.5119, 0.7132, -4.4086], [-2.2301, 3.1813, -3.8672], [-0.8764, 2.3878, -4.6518], [-0.5532, 5.2597, -3.6275], [-0.0803, 5.5156, -1.9349], [-1.7591, 5.1092, -2.3266], [1.1483, 3.5571, -4.3520], [1.7896, 2.2290, -3.3468], [1.9545, 3.8872, -2.7984], [1.8714, -5.4401, 5.0958], [3.0851, -5.2516, 4.4087], [2.8566, -4.8653, 3.0323], [3.1437, -3.6094, 2.5743], [3.7913, -2.7935, 3.1919], [2.5297, -3.3113, 1.2346], [2.7509, -4.1029, 0.1181], [2.1039, -3.7810, -1.0678], [1.2286, -2.7129, -1.0701], [1.0219, -1.9454, 0.0002], [1.6854, -2.2183, 1.1206], [1.4285, -4.5888, 5.1932], [3.6049, -6.2051, 4.4461], [3.7071, -4.4763, 4.8515], [2.1715, -5.4074, 2.5332], [3.4352, -4.9419, 0.1656], [2.2607, -4.3664, -1.9643], [0.6552, -2.4634, -1.9544], [1.5229, -1.5617, 1.9703], [-0.3034, -3.1425, 2.8328], [-0.6635, -1.8316, 3.2952], [-1.5561, -1.9186, 4.3520], [0.5022, -1.1267, 3.6258], [-1.2961, -1.1544, 2.1855]],
  "forces_ev_per_a": [[0.03, -0.10, -0.38], [0.20, 0.31, 0.13], [-0.07, -0.08, -0.04], [0.01, 0.02, 0.00], [0.01, -0.18, -0.23], [-0.12, 0.11, 0.14], [0.03, -0.09, -0.12], [0.04, 0.11, -0.11], [-0.04, 0.19, 0.16], [-0.07, -0.01, 0.12], [0.13, 0.01, -0.12], [0.18, -0.03, -0.20], [-0.14, 0.12, 0.19], [-0.20, -0.14, -0.06], [0.32, 0.11, -0.13], [-0.37, -0.17, 0.11], [0.03, 0.01, -0.01], [-0.05, -0.10, -0.02], [-0.02, -0.01, -0.01], [-0.05, 0.00, 0.02], [-0.03, -0.07, 0.05], [0.04, -0.02, -0.04], [0.03, -0.02, -0.03], [-0.03, -0.01, -0.02], [0.15, -0.07, -0.03], [-0.30, -0.05, -0.19], [0.01, -0.08, 0.17], [-0.06, 0.14, -0.04], [-0.09, -0.04, 0.05], [0.19, 0.04, -0.06], [0.06, -0.12, 0.01], [-0.15, -0.07, -0.12], [0.09, 0.07, 0.06], [0.14, -0.63, 0.02], [-0.04, 0.32, -0.38], [-0.65, -0.04, -1.17], [0.06, 0.01, 0.00], [0.05, 0.04, 0.06], [0.08, 0.02, 0.03], [0.06, 0.08, 0.00], [-0.04, -0.04, 0.01], [0.03, -0.10, -0.16], [0.10, -0.04, 0.31], [-0.12, 0.30, -0.12], [0.14, 0.04, 0.11], [0.15, 0.20, 0.14], [0.12, -0.31, 0.06], [-0.08, 0.05, 0.17], [0.07, -0.18, 0.01], [-0.07, -0.07, 0.15], [0.01, -0.01, -0.02], [0.02, 0.01, 0.00], [-0.02, -0.05, -0.02], [-0.02, 0.01, 0.01], [-0.04, 0.00, 0.05], [-0.05, 0.00, 0.01], [0.02, 0.06, 0.02], [-0.10, -0.07, 0.02], [-0.06, -0.01, -0.06], [-0.04, 0.04, -0.06], [-0.06, 0.06, 0.00], [-0.04, -0.02, -0.03], [-0.02, 0.00, 0.03], [0.04, 0.02, -0.01], [0.01, 0.02, 0.03], [0.03, -0.03, -0.03], [0.06, -0.04, 0.01], [-0.09, 0.10, -0.04], [0.19, -0.01, 0.01], [-0.29, 0.02, 0.13], [0.04, 0.02, -0.08], [0.20, -0.21, -0.14], [-0.03, 0.11, 0.01], [0.02, -0.07, -0.02], [-0.02, -0.11, 0.08], [-0.09, -0.09, -0.11], [0.04, 0.36, 0.07], [0.01, 0.04, -0.03], [-0.01, -0.08, 0.03], [0.04, 0.03, 0.02], [-0.06, 0.01, -0.06], [-0.05, -0.02, 0.02], [-0.03, 0.04, 0.01], [0.00, 0.01, -0.04], [0.08, -0.08, -0.15], [0.48, 0.47, 1.24], [-0.36, 0.78, 0.14], [0.34, -0.08, -0.32], [-0.32, -0.26, 0.10], [0.42, -0.34, 0.71]],
  "total_energy_ha": -6359.4956,
  "spin_multiplicity": 2,
  "lumo_energy_ev": [0.0, 0.1],
  "relative_energy_ev": 1.8588,
  "molar_mass_g_mol": 1073.1
}